[1]
A structure of composition C7H15N2PdSe, computed with ωB97M-V/def2-TZVPD.

Output
**Net charge**: -1
**HOMO (alpha / beta)**: -1.08 / -3.00 eV
**Multiplicity**: 3
**Expectation value of S²**: 2.0122

```
26
Properties=species:S:1:pos:R:3:forces:R:3
C 3.7024 -0.0117 -0.0099 1.2 -0.5 0.1
Pd 1.8521 -0.7759 -0.6262 -0.8 0.3 1.2
N -0.2251 -0.5568 -1.3881 -1.1 0.4 -0.4
N 2.2504 -0.0826 -2.6256 1.4 0.4 -2.0
H -0.4797 0.4192 -1.3632 -0.3 0.3 -0.2
H 0.9382 -2.0875 -0.8544 0.7 -1.5 0.0
H 3.9315 -0.3967 1.0162 0.2 0.4 -0.9
H 3.8012 1.0869 -0.0473 -0.2 -0.2 0.1
H 4.3760 -0.4357 -0.7987 0.1 0.2 0.8
H 1.7519 0.7752 -2.8404 -0.2 0.1 -0.1
H 1.9850 -0.7938 -3.3050 0.0 0.1 0.0
H 3.2464 0.1264 -2.8106 -0.6 -0.2 0.3
H -0.2992 -0.9601 -2.3166 -0.2 0.1 0.2
H -0.8222 -1.0524 -0.7361 0.0 0.0 -0.1
Se 0.9015 -0.5222 1.7177 0.8 -0.1 1.0
C -0.8683 0.0219 1.5768 -0.7 -0.1 0.5
C -1.8903 -0.8832 1.9638 -0.7 0.8 -0.4
C -3.2353 -0.4897 1.9151 0.7 0.0 0.0
C -3.5789 0.8007 1.5024 -0.3 0.3 -0.2
C -2.5807 1.7067 1.1200 0.6 -0.6 0.2
C -1.2281 1.3274 1.1756 -0.9 -0.2 0.0
H -1.6120 -1.8736 2.3144 0.0 0.2 -0.1
H -4.0036 -1.2005 2.2122 0.0 0.2 0.0
H -4.6329 1.1082 1.4820 0.5 -0.1 0.0
H -2.8383 2.7064 0.7866 -0.1 0.0 0.1
H -0.4421 2.0432 0.9391 -0.1 -0.2 0.0
```
Positions in Å, forces in eV/Å.

[2]
A cluster of 7 separate species, C4H24N2O8 in total, computed with ωB97M-V/def2-TZVPD.

Output
**Net charge**: 0
**HOMO**: -9.10 eV
**ΔE to the lowest compared entry with this formula, charge and spin**: 59.2 kcal/mol
**Structure (SMILES)**: OCNCCNCO.O.O.O.O.O.O

```
38
Properties=species:S:1:pos:R:3:forces:R:3
C -0.2731 0.6704 0.6088 -0.3 3.1 0.1
N -1.1218 -0.3966 0.2103 0.7 -1.9 -0.2
C -2.5115 -0.5234 0.4158 -0.4 1.1 -0.9
O -3.2649 0.0075 -0.7169 0.0 -0.2 0.3
C 0.9771 0.9206 -0.3169 -1.2 -2.7 1.0
N 2.1204 0.1911 0.2915 0.1 0.4 -0.4
C 2.3596 -1.1884 -0.2235 2.1 1.9 1.8
O 2.8841 -1.2137 -1.5037 0.0 -0.5 -1.1
H -0.8350 1.6330 0.5943 0.0 -0.3 -0.1
H 0.0352 0.6249 1.6679 0.1 -0.5 -0.5
H -0.8439 -0.8489 -0.6503 0.1 0.1 0.1
H -2.8602 0.0283 1.2843 0.3 -0.2 0.4
H -2.8022 -1.5687 0.4469 -0.1 -0.1 0.2
H -2.8738 0.8662 -0.9365 0.0 -0.2 -0.1
H 0.7491 0.3913 -1.2472 -0.1 0.5 -0.4
H 1.0956 1.9757 -0.5335 0.5 0.0 0.3
H 2.9692 0.7239 0.1430 0.1 -0.2 0.0
H 1.5318 -1.8307 0.0831 -0.2 -0.1 -0.8
H 3.2710 -1.4656 0.3631 -1.0 -0.4 -0.1
H 2.3779 -0.7781 -2.2011 -0.5 -0.2 0.3
H 0.7013 2.2778 2.5604 -0.3 0.5 0.2
H 0.3595 2.0841 3.9929 0.0 0.3 0.2
O 0.1926 2.7120 3.2668 0.4 -0.7 -0.3
H 1.8317 -0.5700 2.1837 -0.2 -0.4 0.0
H 0.7736 -1.6389 2.0278 0.3 0.2 0.7
O 1.3989 -1.2902 2.6966 -0.2 0.2 -0.6
H -2.6592 -1.4837 -2.3406 0.0 0.1 -0.1
H -2.9424 -0.3273 -3.2354 0.2 0.0 -0.1
O -2.4548 -1.1624 -3.2312 -0.3 -0.2 0.1
H -0.9594 0.7607 -3.0662 0.2 -0.1 0.0
H -1.0519 2.2771 -2.8735 0.0 0.0 0.0
O -1.4633 1.4476 -2.6104 0.0 0.3 0.0
H 0.4531 -1.2043 -4.6705 0.2 0.3 0.6
H -0.7078 -1.2552 -3.6992 0.2 0.2 0.3
O 0.2275 -0.9573 -3.7545 -0.3 -0.3 -0.8
H 0.4753 0.0476 5.0943 0.1 0.3 0.5
H 1.7300 0.2369 4.4073 0.4 0.2 0.2
O 1.2524 0.6315 5.1529 -0.6 -0.6 -0.7
```
Positions in Å, forces in eV/Å.

[3]
A structure of composition C23H19I2N5O2Zn, computed with ωB97M-V/def2-TZVPD.

Output
**Net charge**: 0
**HOMO**: -7.42 eV
**ΔE to the lowest compared entry with this formula, charge and spin**: 1.0 kcal/mol

```
52
Properties=species:S:1:pos:R:3:forces:R:3
Zn -0.1312 0.2879 0.0237 0.1 0.0 0.2
C 1.6881 0.6530 3.9908 0.0 0.0 0.0
C 0.9188 0.8546 2.7279 0.0 0.3 0.0
N 0.5491 -0.0803 1.9467 0.1 -0.2 -0.1
N 0.8384 -1.3882 2.2217 -0.1 0.2 -0.1
C 0.1777 -2.1594 1.3788 -0.3 -0.2 -0.2
O -0.6586 -1.7549 0.4843 0.4 0.3 0.1
C 0.3927 -3.6274 1.5043 0.0 0.1 0.0
C -0.5741 -4.4939 1.0056 0.0 -0.1 0.0
C -0.3979 -5.8661 1.1061 0.0 0.1 0.0
C 0.7498 -6.3746 1.6979 0.0 0.0 0.0
C 1.7179 -5.5108 2.1960 0.0 0.0 0.0
C 1.5386 -4.1398 2.1049 0.0 0.0 0.0
C 0.5041 2.2243 2.2953 0.1 -0.2 0.0
C 0.6856 3.3372 3.1021 0.0 0.1 0.0
C 0.2299 4.5692 2.6549 0.0 0.0 0.1
C -0.3877 4.6567 1.4209 0.0 0.0 -0.1
C -0.5173 3.4968 0.6710 0.1 0.0 0.0
N -0.0840 2.3184 1.0949 0.0 -0.1 0.1
H 1.8634 -0.4074 4.1413 0.0 0.0 0.0
H 1.1458 1.0507 4.8511 0.0 0.0 0.0
H 2.6470 1.1734 3.9340 0.0 0.0 0.0
H -1.4626 -4.0839 0.5456 0.0 0.0 0.0
H -1.1549 -6.5360 0.7190 0.0 0.0 0.0
H 0.8910 -7.4456 1.7704 0.0 0.0 0.0
H 2.6155 -5.9078 2.6527 0.0 0.0 0.0
H 2.2819 -3.4532 2.4870 0.0 0.0 0.0
H 1.1721 3.2432 4.0623 0.0 0.0 0.0
H 0.3565 5.4514 3.2692 0.0 0.0 0.0
H -0.7555 5.5970 1.0357 0.0 0.0 0.0
H -0.9763 3.5058 -0.3115 0.0 0.0 0.0
O 1.5240 0.3007 -0.9744 -0.1 0.1 0.0
C 1.6898 0.7296 -2.1889 0.0 -0.1 0.1
C 2.9998 0.6943 -2.7289 0.0 0.0 0.0
C 3.2844 1.1487 -3.9898 0.0 0.0 0.0
C 2.2738 1.6732 -4.8059 0.0 0.0 0.1
C 0.9914 1.6994 -4.3174 0.0 0.0 0.0
C 0.6602 1.2263 -3.0348 -0.2 0.1 0.0
C -0.7512 1.2379 -2.6442 0.1 -0.1 -0.1
N -1.2961 0.9893 -1.4569 0.0 0.0 0.1
C -2.6674 1.0760 -1.5937 0.1 0.0 0.1
C -2.9656 1.3901 -2.8736 0.0 -0.1 -0.1
N -1.7537 1.4839 -3.5223 -0.1 0.1 0.0
H 3.7716 0.2872 -2.0883 0.0 0.0 0.0
H 4.3032 1.1030 -4.3559 0.0 0.0 0.0
H 2.4937 2.0481 -5.7957 0.0 0.0 0.0
H 0.2214 2.1228 -4.9528 0.0 0.0 0.0
H -3.3311 0.8843 -0.7686 0.0 0.0 0.0
H -3.9027 1.5345 -3.3795 0.0 0.0 0.0
H -1.6277 1.6228 -4.5072 0.0 0.0 0.0
I -0.5125 -2.4442 -2.0658 0.0 -0.1 -0.4
I -0.3943 -2.5459 -4.7663 0.0 0.0 0.2
```
Positions in Å, forces in eV/Å.

[4]
A cluster of 2 separate species, C3H12N3S in total, computed with ωB97M-V/def2-TZVPD.

Output
**Net charge**: +1
**HOMO**: -12.64 eV
**ΔE to the lowest compared entry with this formula, charge and spin**: 23.4 kcal/mol

```
19
Properties=species:S:1:pos:R:3:forces:R:3
C 1.0139 0.6357 1.4517 -0.1 0.2 -0.4
C -0.0383 1.6264 0.9589 0.0 -0.1 0.5
S 0.1936 3.3190 1.5960 0.2 -0.4 -0.1
N 0.5467 -0.7643 1.1453 0.3 0.5 0.0
H 1.1526 0.7109 2.5270 0.1 0.0 0.0
H 1.9573 0.7724 0.9287 0.1 0.1 0.2
H -1.0190 1.2606 1.2804 -0.1 0.1 -0.1
H -0.0159 1.6960 -0.1266 -0.1 0.0 0.0
H 0.4549 2.9355 2.8577 -0.1 0.1 0.0
H 1.1736 -1.4412 1.5769 -0.2 -0.1 0.0
H 0.5205 -0.9358 0.0771 -0.1 -0.1 -0.2
H -0.3968 -0.8654 1.5093 0.0 -0.4 0.1
N -1.7681 -0.9265 -2.2594 0.5 0.2 0.7
C -0.5197 -1.4001 -2.3899 -0.6 -0.8 -0.3
N 0.4443 -1.2755 -1.5489 -0.2 0.4 -0.1
H -2.4764 -1.1489 -2.9256 -0.2 -0.1 -0.2
H -2.0556 -0.4732 -1.4089 0.0 0.1 -0.1
H -0.4260 -2.0362 -3.2713 0.3 0.4 -0.2
H 1.2582 -1.6896 -1.9785 0.3 -0.2 0.2
```
Positions in Å, forces in eV/Å.

Number 1: E -2914.452199 Eh. Number 2: E -878.194582 Eh. Number 3: E -3686.965076 Eh. Number 4: E -683.729346 Eh.